Record 1
Below is a structure of composition C9H11P in a non-equilibrium geometry, with properties calculated with ωB97M-V/def2-TZVPD.

Structure (XYZ):
```
21
Properties=species:S:1:pos:R:3:forces:R:3:nbo_charge:R:1
C -0.238 2.396 -1.393 -0.514 0.327 -0.458 -0.2122
C 0.118 2.637 -0.055 -0.651 -2.425 -1.503 -0.2056
C -0.495 1.132 -1.963 -0.470 -1.117 1.102 -0.2081
C 0.159 1.501 0.737 -0.269 0.560 0.162 -0.2132
C -0.540 0.028 -1.047 0.401 3.593 -1.308 -0.0018
C -0.134 0.265 0.279 -1.126 -0.136 -3.282 -0.0537
C -0.597 -1.428 -0.907 2.362 -1.910 0.666 -0.4374
C 0.123 -1.171 0.461 -1.095 -2.038 3.594 -0.2478
C -0.524 -1.945 1.796 1.125 1.947 -2.270 -0.6146
P 1.947 -1.423 0.479 -0.231 -1.216 -1.293 0.3371
H -0.518 3.233 -2.028 0.753 0.140 -0.077 0.2084
H 0.426 3.581 0.294 -0.113 1.076 0.414 0.2192
H -0.661 1.073 -3.053 -0.151 -0.110 0.777 0.2177
H 0.243 1.498 1.755 1.125 0.856 2.764 0.2023
H -1.460 -1.940 -0.567 -1.518 -0.077 -0.604 0.2272
H 0.013 -2.110 -1.530 -0.539 0.529 -0.261 0.2131
H -1.017 -2.817 1.447 -0.225 -1.067 -0.221 0.2074
H -1.293 -1.307 2.227 0.277 0.087 0.343 0.2139
H 0.313 -2.190 2.437 -0.291 -0.068 0.561 0.2094
H 2.126 -0.380 1.329 0.507 1.031 0.823 -0.0372
H 2.009 -0.632 -0.697 0.641 0.018 0.071 -0.0240
```
Positions in Å, forces in eV/Å.

Properties
Gap between HOMO and LUMO   0.34417 hartree
F_max   4.3 eV/A

Record 2
Below is a structure of composition C9H12B2ClF10NO17S2Y in a non-equilibrium geometry, with properties calculated with ωB97M-V/def2-TZVPD.

Structure (XYZ):
```
55
Properties=species:S:1:pos:R:3:forces:R:3:nbo_charge:R:1
Y 8.239 -7.699 28.460 -2.441 2.674 0.338 2.1358
Cl 7.756 -4.122 30.086 -1.309 4.912 -0.828 2.5559
O 7.398 -4.170 31.485 0.682 -1.277 -0.391 -0.8319
O 9.097 -3.680 29.848 1.438 -1.299 0.741 -0.8627
O 7.494 -5.350 29.374 -0.076 -1.855 -0.060 -0.8845
O 6.965 -3.043 29.490 -0.503 -1.410 0.185 -0.8706
N 9.881 -9.078 28.599 5.669 -2.251 -1.231 -1.2170
S 10.295 -10.312 29.477 -2.050 -4.901 6.409 2.3917
O 11.451 -10.138 30.404 -1.539 -0.030 -2.997 -0.8911
O 10.022 -11.631 28.910 0.488 2.846 1.317 -0.8225
F 9.139 -9.991 30.547 -0.188 -0.806 -0.290 -0.4919
S 11.401 -9.204 27.824 3.153 2.553 -7.178 2.3268
O 11.786 -10.496 27.219 -0.511 1.898 3.138 -0.8076
O 12.427 -8.221 28.187 -2.259 -2.297 0.388 -0.8418
F 10.842 -8.607 26.462 -0.352 0.958 0.372 -0.4780
B 5.834 -9.299 28.048 -3.026 -2.284 -1.729 1.2759
F 5.993 -8.023 28.344 1.247 5.322 1.691 -0.5262
F 7.042 -9.897 28.163 2.991 -1.122 1.164 -0.5232
F 4.847 -9.781 28.802 -1.358 -1.662 2.895 -0.5368
F 5.368 -9.362 26.807 -0.391 -0.596 -3.001 -0.5233
B 7.495 -7.660 25.602 -1.174 -2.565 -6.135 1.2939
F 8.024 -8.779 26.150 1.982 -2.335 1.838 -0.5299
F 6.325 -8.020 24.933 0.175 0.467 -0.599 -0.5415
F 7.236 -6.872 26.573 -1.458 4.813 5.188 -0.5132
F 8.405 -7.090 24.757 1.084 0.683 -1.032 -0.5482
C 12.317 -4.174 26.276 -0.320 -0.996 -0.888 -0.0881
C 11.215 -3.798 25.311 0.920 2.496 -0.142 -0.1037
O 10.000 -4.237 25.924 -0.222 -0.556 0.127 -0.4415
C 10.321 -5.226 26.777 -0.420 -1.066 -0.252 1.0704
O 9.555 -6.006 27.346 1.769 1.709 -0.901 -0.6621
O 11.655 -5.312 26.804 0.385 -1.511 2.383 -0.4713
H 12.669 -3.450 27.011 -0.706 -0.033 0.334 0.1945
H 13.209 -4.537 25.766 -0.108 -0.046 -0.070 0.1995
H 11.458 -4.174 24.317 -0.835 -0.606 0.083 0.2007
H 11.205 -2.711 25.231 -0.561 0.010 -0.146 0.1980
C 5.491 -9.136 33.466 -2.314 -0.695 -0.482 -0.1049
C 6.647 -8.479 34.022 1.095 2.034 0.629 -0.0949
O 7.382 -8.155 32.854 2.347 -0.192 -0.017 -0.4656
C 6.730 -8.437 31.721 0.166 1.559 0.620 1.0491
O 7.199 -8.235 30.630 -0.498 -0.424 0.525 -0.6351
O 5.485 -8.752 32.055 -0.512 -1.642 0.065 -0.4457
H 4.559 -8.770 33.897 -0.029 -0.226 -0.207 0.2085
H 5.616 -10.192 33.704 -0.566 -0.372 -1.150 0.1914
H 7.193 -9.099 34.733 0.350 0.065 -0.354 0.1949
H 6.374 -7.547 34.517 0.267 0.168 0.023 0.1905
C 13.059 -7.269 31.310 2.388 0.904 -0.404 -0.0990
C 12.380 -7.362 32.589 0.742 -1.147 2.369 -0.0976
O 11.044 -7.374 32.254 -2.530 -0.245 1.093 -0.4560
C 10.876 -6.970 31.019 -0.738 -0.250 -1.261 1.0311
O 9.824 -6.883 30.428 0.393 -0.051 0.345 -0.6265
O 12.060 -6.728 30.485 0.523 0.249 -1.713 -0.4519
H 13.522 -8.226 31.068 -0.812 -0.136 -1.103 0.2065
H 13.908 -6.589 31.380 -0.135 0.320 -0.325 0.1902
H 12.599 -6.570 33.305 -0.120 0.068 -0.014 0.1834
H 12.632 -8.341 32.997 -0.193 0.175 0.639 0.1973
```
Positions in Å, forces in eV/Å.

Properties
Gap between HOMO and LUMO   0.30004 hartree
Charge   -1
F_max   8.3 eV/A

Record 3
Below is the ion C9H12Cl2N with charge +1 in a non-equilibrium geometry, with properties calculated with ωB97M-V/def2-TZVPD.

Structure (XYZ):
```
24
Properties=species:S:1:pos:R:3:forces:R:3:nbo_charge:R:1
C 0.482 1.568 -1.443 1.028 2.059 -0.901 -0.4335
N 0.052 1.175 -0.031 1.954 -1.792 0.290 -0.2471
C 0.982 1.496 1.103 3.687 1.047 0.891 -0.4546
C -1.085 2.002 0.405 -0.787 1.403 -3.585 -0.3959
C -0.062 -0.364 -0.015 1.908 -1.575 0.782 0.0147
C 1.132 -1.278 0.091 -1.087 1.748 -0.737 -0.0078
Cl 2.856 -0.883 0.133 -0.765 0.284 -0.208 0.0593
C 0.943 -2.625 -0.004 -1.910 0.407 0.308 -0.2353
C -0.292 -3.260 -0.070 -0.727 -0.747 -0.989 -0.1311
C -1.423 -2.470 -0.056 0.658 -1.342 0.711 -0.2494
C -1.240 -1.085 0.008 -2.054 0.843 -0.763 0.0770
Cl -2.809 -0.296 -0.145 0.131 0.117 0.049 0.0170
H 1.296 0.901 -1.877 -1.173 0.838 0.922 0.2639
H -0.412 1.613 -2.105 0.493 -0.775 0.621 0.2445
H 0.815 2.697 -1.496 -0.274 -2.252 0.673 0.2521
H 2.042 0.926 1.059 -2.716 1.948 -0.089 0.2703
H 1.007 2.651 1.298 0.811 -2.146 -1.143 0.2417
H 0.513 1.227 2.035 -0.417 -0.840 0.109 0.2349
H -0.622 2.966 0.697 -0.800 -0.481 -0.382 0.2284
H -1.633 2.128 -0.618 -0.199 0.021 2.745 0.2413
H -1.517 1.530 1.251 -1.020 -0.155 0.308 0.2451
H 1.741 -3.252 0.057 2.467 -1.359 -0.018 0.2417
H -0.359 -4.377 -0.287 0.146 1.683 0.746 0.2562
H -2.404 -2.990 0.010 0.644 1.066 -0.339 0.2664
```
Positions in Å, forces in eV/Å.

Properties
Gap between HOMO and LUMO   0.36226 hartree
Charge   +1
SMILES string   C[N+](C)(C)c1c(Cl)cccc1Cl
F_max   3.9 eV/A

Relative energy (zero: lowest compared OMol25 entry of this formula, charge and spin) list, top to bottom, in eV: 0.984, 0.000, 0.000
E_HOMO list, top to bottom, in eV: -8.464, -6.701, -13.130